The following is a DFT calculation (the ωB97M-V functional and the def2-TZVPD basis) of C20H21N2O5PdS as an isolated structure at a distorted geometry.

Atoms and positions in Å:
1 C 1.0464 -0.5642 -4.3524
2 H 1.0369 3.5307 2.0948
3 C 0.0197 -0.4488 1.5196
4 C -0.7625 -0.1479 3.8049
5 C -1.4638 2.4910 1.5963
6 O 0.3259 0.0549 0.3344
7 H -1.1409 -3.3743 0.0499
8 C -0.1374 -3.1620 -0.3174
9 H 2.8789 -2.2050 1.1056
10 H -0.1917 -2.3174 -0.9938
11 H -1.3163 3.5612 1.4329
12 C 0.6392 1.6871 -2.8878
13 H 0.9326 4.6259 -1.6935
14 N -0.2401 0.6776 -2.7779
15 C 1.9933 0.4414 -4.4067
16 H 2.5920 -3.1850 -0.3485
17 O -0.7541 3.1103 -1.5945
18 H 2.0774 -1.4889 -0.2986
19 C -3.9028 0.1862 1.4079
20 H 1.1275 -1.4744 -4.9294
21 C -0.0535 -0.4105 -3.5210
22 C 0.8151 -2.8361 0.8329
23 H -1.0047 -1.9206 4.9895
24 H 2.4522 2.4400 -3.7170
25 H 2.8771 0.3409 -5.0229
26 C -1.1855 -1.4551 -3.4948
27 H -0.5519 2.3032 3.5025
28 O -2.0641 -1.2665 -2.6053
29 H 0.9724 -3.7621 1.3964
30 H -2.4401 2.3313 2.0447
31 Pd -1.4375 0.1466 -0.9076
32 C -0.3640 1.9252 2.4925
33 C -0.6947 -1.5095 4.0368
34 C 0.2142 -1.8381 1.8147
35 H 0.2192 -4.0238 -0.8871
36 H 1.7865 2.0637 2.7514
37 C 1.7756 1.5984 -3.6776
38 O -1.1325 -2.3318 -4.3539
39 H 1.2617 2.1002 1.0627
40 C 0.2912 2.9257 -2.1520
41 C 2.1788 -2.3989 0.2896
42 C -0.3853 0.4069 2.5937
43 C 1.0192 2.4370 2.0694
44 N -4.2724 0.7387 2.3592
45 S -3.4757 -0.6733 0.0571
46 H -1.4542 2.0089 0.6232
47 H -0.0528 -3.3897 3.2506
48 C -0.1711 -2.3295 3.0505
49 O 1.2434 3.8740 -2.2136
50 H -1.1270 0.5061 4.5893

Calculated values
Molecular weight   507.9 g mol⁻¹
Orbital gap (alpha / beta)   6.773 / 5.876 eV
Total charge   -1
<S²>   2.013
2S+1   3
ΔE to the lowest compared entry with this formula, charge and spin   0.217 eV
Total energy   -48616.1826 eV
Lowest unoccupied orbital energy (alpha / beta)   1.9542 / 1.1813 eV
HOMO energy (alpha / beta)   -0.1771 / -0.1725 Eh

Mulliken atomic charge list, values in e, 8 entries:
1 C -0.4913
2 H 0.4593
3 C 0.9871
4 C -0.7072
5 C -0.8539
6 O -1.0567
7 H 0.3133
8 C -1.2331

=====

The following is a DFT calculation (the ωB97M-V functional and the def2-TZVPD basis) of the molecule C20H21N3O2S at a distorted geometry.

Atoms and positions in Å:
1 C -0.6984 0.8048 -0.5415
2 H 0.9924 -2.0070 -0.7539
3 H 0.4376 -0.3983 1.8810
4 C 0.8146 -3.1940 1.0519
5 H 2.0851 -0.6384 1.1481
6 H 2.2693 -6.3958 1.1342
7 H 1.4523 0.5041 -0.8731
8 C 1.0200 -0.6544 0.9375
9 C -3.2314 2.5324 -1.3912
10 C -1.0049 -1.7010 0.0624
11 C -3.3147 3.0839 1.2557
12 C -2.7231 2.3588 0.1160
13 H -2.4003 -0.4586 -1.1315
14 H 0.2713 -4.6281 4.2401
15 H 1.8879 -4.3183 -0.4684
16 C -1.6093 1.5662 0.4457
17 C -1.3480 -0.5750 -0.9928
18 H 1.4310 -6.2723 3.4901
19 N -1.9284 4.5336 -1.7617
20 H -1.5219 -1.4441 1.0994
21 N -1.1702 1.4414 1.7622
22 C 1.2535 -5.4883 2.7362
23 C 0.5999 -4.4043 3.2171
24 H -1.4956 -2.5770 -0.3827
25 C -1.8454 1.9975 2.7715
26 C -1.5879 5.5562 -2.6945
27 H -4.3240 2.3978 -1.2986
28 H -2.8219 1.6996 -2.0150
29 H -2.5953 6.4408 -4.4210
30 C 0.7545 0.5921 -0.0169
31 H -0.4020 0.8704 1.8901
32 C 1.4057 -4.3362 0.5510
33 H -0.3189 -2.5546 2.9088
34 H -3.6888 2.5729 3.1865
35 C 0.3275 -3.2531 2.3688
36 C 0.5239 -1.9081 0.2562
37 H -0.6832 1.4106 -1.4013
38 O -1.6476 1.5835 3.9001
39 H 1.0910 1.4874 0.4358
40 N -3.0037 2.6862 2.5390
41 C -2.5137 5.6479 -3.6411
42 C 1.6418 -5.5072 1.3505
43 S -3.6845 4.2635 -3.6353
44 C -2.9746 3.8290 -2.1154
45 H -0.7675 6.3071 -2.7018
46 O -4.3405 3.8121 1.1404
47 H -0.9485 -0.7175 -2.0021

Calculated values
Molecular weight   367.5 g mol⁻¹
Orbital gap   9.229 eV
ΔE to the lowest compared entry with this formula, charge and spin   3.726 eV
Total energy   -40479.9722 eV
Lowest unoccupied orbital energy   0.3669 eV
HOMO energy   -0.3257 Eh

Mulliken atomic charge list, values in e, 8 entries:
1 C 0.1643
2 H 0.5544
3 H 0.4034
4 C 0.2958
5 H 0.3322
6 H 0.2927
7 H 0.4605
8 C -0.5902